(1)
{
  "formula": "C33H60BBrN4O13S",
  "method": "ωB97M-V/def2-TZVPD",
  "elements": ["C", "C", "C", "C", "N", "C", "C", "C", "C", "C", "C", "C", "S", "C", "N", "N", "C", "O", "C", "Br", "C", "N", "O", "B", "O", "O", "H", "H", "H", "H", "H", "H", "H", "H", "H", "H", "H", "H", "H", "H", "H", "H", "H", "H", "C", "O", "C", "C", "O", "C", "C", "O", "C", "H", "H", "H", "H", "H", "H", "H", "H", "H", "H", "H", "H", "H", "H", "C", "O", "C", "C", "O", "C", "C", "O", "C", "H", "H", "H", "H", "H", "H", "H", "H", "H", "H", "H", "H", "H", "H", "C", "O", "C", "C", "O", "C", "C", "O", "C", "H", "H", "H", "H", "H", "H", "H", "H", "H", "H", "H", "H", "H", "H"],
  "xyz": [[3.852, -4.498, 1.572], [3.364, -3.748, 0.606], [2.760, -2.692, -0.440], [1.441, -2.064, 0.229], [0.581, -1.439, 0.844], [3.894, -1.619, -0.850], [4.346, -0.616, 0.329], [3.424, 0.693, 0.508], [3.550, 1.790, -0.672], [2.508, 1.415, -1.850], [1.562, 2.627, -2.343], [0.329, 1.916, -3.174], [-1.323, 2.471, -2.527], [-2.245, 1.029, -1.761], [-3.182, 1.089, -0.648], [-3.742, -0.123, -0.329], [-3.132, -1.070, -1.270], [-2.229, -0.364, -2.137], [2.245, -3.487, -1.797], [0.714, -2.440, -2.528], [1.765, -4.955, -1.258], [1.410, -6.027, -0.813], [3.313, -3.742, -2.735], [3.041, -3.170, -4.052], [2.279, -3.867, -5.092], [3.570, -1.866, -4.409], [4.235, -4.960, 2.559], [4.842, -2.242, -1.130], [3.557, -1.112, -1.825], [4.486, -1.212, 1.309], [5.411, -0.231, 0.044], [2.305, 0.486, 0.669], [3.793, 1.221, 1.481], [4.640, 1.920, -1.010], [3.196, 2.803, -0.210], [3.037, 0.969, -2.791], [1.822, 0.563, -1.446], [2.164, 3.204, -3.159], [1.196, 3.317, -1.502], [0.365, 0.759, -3.028], [0.475, 2.093, -4.308], [-3.390, -2.200, -1.311], [2.013, -3.134, -5.719], [3.099, -1.131, -3.948], [-0.523, 5.645, 5.101], [-0.895, 4.759, 4.059], [-0.102, 4.887, 2.886], [0.392, 3.530, 2.379], [1.310, 2.834, 3.229], [0.822, 2.373, 4.493], [-0.281, 1.306, 4.435], [-1.496, 1.834, 3.915], [-2.099, 1.019, 2.922], [-1.066, 6.587, 4.997], [-0.801, 5.181, 6.051], [0.556, 5.827, 5.122], [0.754, 5.552, 3.040], [-0.742, 5.329, 2.113], [0.943, 3.707, 1.450], [-0.434, 2.876, 2.103], [0.526, 3.213, 5.119], [1.680, 1.922, 4.989], [-0.490, 0.962, 5.453], [0.074, 0.452, 3.848], [-1.357, 0.516, 2.294], [-2.697, 1.667, 2.276], [-2.757, 0.287, 3.394], [-4.027, 2.076, -4.915], [-3.397, 1.636, -6.106], [-3.968, 0.456, -6.656], [-4.245, 0.601, -8.155], [-5.243, 1.559, -8.523], [-4.958, 2.938, -8.272], [-3.779, 3.532, -9.056], [-2.535, 2.978, -8.637], [-1.694, 2.579, -9.705], [-3.555, 1.604, -4.052], [-3.891, 3.158, -4.843], [-5.103, 1.875, -4.918], [-4.890, 0.169, -6.141], [-3.236, -0.348, -6.519], [-4.628, -0.360, -8.512], [-3.331, 0.773, -8.721], [-4.854, 3.119, -7.204], [-5.853, 3.479, -8.577], [-3.733, 4.608, -8.858], [-3.947, 3.386, -10.128], [-2.263, 2.180, -10.551], [-1.043, 1.781, -9.336], [-1.075, 3.419, -10.025], [1.036, -3.099, 3.979], [1.425, -3.622, 5.238], [2.059, -2.670, 6.082], [1.466, -2.673, 7.493], [0.105, -2.243, 7.606], [-0.899, -3.061, 7.000], [-1.061, -4.470, 7.591], [0.073, -5.288, 7.321], [0.552, -6.000, 8.449], [1.854, -3.207, 3.263], [0.180, -3.679, 3.624], [0.723, -2.052, 4.045], [2.011, -1.658, 5.668], [3.115, -2.958, 6.154], [2.041, -1.960, 8.092], [1.599, -3.635, 7.986], [-0.763, -3.099, 5.921], [-1.839, -2.535, 7.162], [-1.923, -4.951, 7.118], [-1.257, -4.391, 8.666], [0.445, -5.426, 9.375], [1.618, -6.190, 8.296], [0.032, -6.956, 8.532]],
  "atomic_forces_ev_per_a": [[-2.632, 4.649, -4.414], [2.246, -2.946, 4.888], [-0.065, -0.978, 0.912], [-2.546, 3.195, 3.193], [5.327, -4.131, -3.931], [0.706, -0.484, 0.064], [0.140, 0.409, -0.620], [0.653, 0.814, 0.873], [-0.835, -0.052, 0.469], [-0.121, -0.240, 0.069], [0.365, -1.132, -1.492], [1.160, -1.141, 0.298], [-0.852, -1.656, 0.440], [-3.212, -3.000, 3.668], [2.736, 0.405, -3.004], [3.943, -2.516, -5.265], [-1.088, 4.386, 2.204], [-1.346, 0.414, 1.529], [0.885, -2.610, 1.441], [0.605, -0.656, -0.006], [-1.625, -3.066, 1.163], [1.974, 6.008, -2.578], [-2.478, 1.457, -0.380], [-0.594, 0.397, -1.852], [1.522, 2.537, 2.056], [-1.537, -1.314, 1.022], [-0.861, 0.814, -2.464], [-1.940, 0.901, 0.448], [0.474, -0.483, 1.710], [-0.477, 0.955, -1.558], [-1.862, -0.710, 0.459], [1.778, 0.069, -0.204], [-0.670, -1.003, -1.619], [-1.673, -0.246, 0.356], [0.718, -1.753, -0.854], [-0.807, 0.848, 1.578], [1.092, 1.509, -0.628], [-1.095, -0.594, 1.768], [0.572, -1.172, -1.293], [-0.007, 2.057, -0.192], [-0.812, -0.065, 1.916], [0.995, 2.362, -0.323], [0.583, -1.306, 0.765], [0.720, -0.858, -0.375], [-0.305, -0.242, -0.020], [0.632, 0.186, 0.108], [-0.308, -0.486, -0.089], [0.048, -0.106, 0.006], [-0.266, 0.131, 0.063], [-0.233, -0.183, -0.091], [-0.091, 0.633, 0.073], [0.507, -0.275, -0.284], [-0.191, 0.306, 0.051], [0.127, 0.169, 0.084], [-0.074, 0.044, -0.095], [-0.032, 0.042, -0.063], [0.003, -0.024, 0.144], [0.179, 0.004, -0.194], [0.131, 0.097, 0.096], [-0.180, 0.134, 0.190], [-0.253, 0.007, -0.045], [0.161, -0.129, -0.100], [0.269, -0.107, 0.104], [-0.053, 0.038, -0.104], [-0.007, -0.059, 0.071], [-0.013, -0.075, 0.106], [-0.011, -0.204, -0.124], [0.204, 0.108, -0.134], [-0.573, -0.081, 0.072], [0.341, 0.216, -0.416], [-0.118, -0.016, -0.069], [0.326, 0.090, 0.191], [0.224, -0.015, -0.130], [-0.094, -0.220, 0.572], [-0.211, -0.236, -0.521], [0.026, 0.024, 0.402], [-0.223, -0.001, 0.108], [0.103, -0.100, 0.034], [0.041, -0.070, -0.013], [-0.014, 0.135, 0.037], [-0.143, -0.207, -0.105], [-0.141, 0.059, 0.113], [0.130, 0.126, 0.234], [0.263, 0.000, 0.024], [-0.111, -0.047, -0.184], [-0.249, 0.084, -0.081], [0.069, -0.085, 0.019], [-0.002, 0.088, -0.003], [-0.001, 0.122, 0.023], [0.054, -0.011, -0.230], [-0.041, -0.317, 0.060], [-0.147, 0.578, -0.013], [-0.142, -0.476, 0.331], [-0.062, 0.102, 0.076], [0.132, -0.284, -0.209], [0.066, -0.217, 0.115], [0.290, 0.240, -0.495], [-0.017, 0.243, 0.577], [0.091, 0.012, -0.397], [-0.033, 0.182, -0.167], [0.125, -0.024, -0.003], [0.078, -0.009, -0.011], [-0.120, -0.025, -0.078], [0.092, 0.206, 0.165], [-0.086, 0.117, -0.121], [0.003, -0.141, -0.264], [0.123, -0.228, -0.027], [-0.051, 0.100, 0.188], [-0.204, 0.178, 0.057], [0.107, -0.022, 0.005], [-0.081, -0.033, -0.018], [-0.105, -0.053, -0.057], [-0.018, -0.072, 0.222]],
  "lumo_ha": -0.027,
  "gap_ev": 8.08,
  "smiles": "C#C[C@@](C#N)(CCCCCCCSc1nnco1)[C@](Br)(C#N)OB(O)O.COCCOCCOC.COCCOCCOC.COCCOCCOC",
  "charge": 0
}

(2)
{
  "formula": "C33H60BrN3NaOSSi3",
  "method": "ωB97M-V/def2-TZVPD",
  "elements": ["Na", "C", "Si", "C", "C", "C", "Si", "C", "C", "C", "Si", "C", "C", "C", "C", "C", "C", "C", "N", "H", "H", "H", "H", "H", "H", "H", "H", "H", "H", "H", "H", "H", "H", "H", "H", "H", "H", "H", "H", "H", "H", "H", "H", "H", "H", "H", "H", "C", "C", "C", "C", "C", "C", "C", "Br", "C", "O", "C", "C", "C", "C", "C", "C", "H", "H", "H", "H", "H", "H", "H", "H", "H", "H", "H", "H", "H", "H", "H", "H", "H", "H", "H", "H", "C", "C", "N", "C", "S", "N", "C", "C", "H", "H", "H", "H", "H", "H", "H", "H", "H", "H", "H", "H"],
  "xyz": [[0.424, -0.804, -0.413], [0.188, -3.712, -0.071], [-1.551, -2.923, -0.041], [-1.824, -1.873, -1.614], [-2.694, -4.396, -0.292], [-1.720, -1.830, 1.376], [-3.421, -1.362, 1.698], [-4.487, -2.755, 2.398], [-4.344, -0.792, 0.162], [-3.619, 0.060, 2.932], [-0.795, -2.275, 2.828], [-0.904, -4.075, 3.406], [-1.120, -1.232, 4.365], [1.110, -1.964, 2.672], [2.034, -2.591, 3.519], [3.372, -2.225, 3.490], [3.784, -1.223, 2.618], [2.831, -0.641, 1.800], [1.531, -0.998, 1.816], [0.653, -3.698, -1.072], [0.122, -4.762, 0.258], [0.872, -3.205, 0.623], [-0.882, -1.600, -2.120], [-2.338, -0.940, -1.322], [-2.456, -2.386, -2.357], [-2.380, -4.951, -1.186], [-3.737, -4.069, -0.437], [-2.672, -5.081, 0.574], [-4.540, -3.610, 1.697], [-5.514, -2.410, 2.606], [-4.052, -3.128, 3.344], [-4.359, -1.557, -0.637], [-3.871, 0.122, -0.245], [-5.388, -0.554, 0.426], [-3.923, -0.299, 3.925], [-4.391, 0.761, 2.574], [-2.682, 0.629, 3.047], [-1.905, -4.467, 3.165], [-0.743, -4.192, 4.490], [-0.169, -4.704, 2.876], [-2.150, -1.351, 4.753], [-0.967, -0.161, 4.136], [-0.414, -1.525, 5.156], [1.689, -3.369, 4.195], [4.089, -2.712, 4.139], [4.820, -0.906, 2.561], [3.114, 0.139, 1.093], [3.322, 3.144, -6.750], [4.029, 1.804, -6.484], [5.477, 2.089, -6.053], [4.066, 1.011, -7.792], [3.291, 1.027, -5.385], [3.144, 1.565, -4.107], [2.459, 0.854, -3.152], [2.243, 1.660, -1.443], [1.867, -0.445, -3.305], [1.254, -0.991, -2.312], [2.059, -0.993, -4.617], [2.738, -0.234, -5.581], [1.608, -2.401, -5.088], [0.698, -2.264, -6.322], [2.854, -3.218, -5.479], [0.845, -3.227, -4.045], [3.839, 3.708, -7.538], [3.290, 3.768, -5.847], [2.288, 2.967, -7.071], [6.027, 2.607, -6.852], [5.995, 1.151, -5.825], [5.512, 2.716, -5.154], [4.603, 1.585, -8.552], [3.056, 0.810, -8.170], [4.583, 0.051, -7.666], [3.551, 2.542, -3.851], [2.848, -0.680, -6.566], [1.242, -1.907, -7.205], [-0.114, -1.562, -6.117], [0.256, -3.239, -6.573], [3.455, -2.713, -6.245], [2.555, -4.201, -5.871], [3.492, -3.377, -4.601], [-0.137, -2.797, -3.821], [1.396, -3.296, -3.108], [0.694, -4.237, -4.448], [0.544, 6.732, -1.175], [0.439, 5.221, -1.221], [-0.766, 4.764, -0.502], [-1.270, 3.492, -0.662], [-1.706, 2.522, 0.638], [-1.481, 3.120, -1.938], [-1.765, 4.003, -3.077], [-0.892, 3.729, -4.292], [1.418, 7.074, -1.740], [0.650, 7.085, -0.142], [-0.353, 7.192, -1.601], [1.328, 4.769, -0.779], [0.403, 4.875, -2.249], [-0.741, 4.977, 0.480], [-1.796, 2.169, -2.015], [-1.659, 5.030, -2.744], [-2.814, 3.876, -3.342], [0.163, 3.871, -4.058], [-1.165, 4.393, -5.121], [-1.004, 2.692, -4.633]],
  "atomic_forces_ev_per_a": [[-0.231, 0.287, 0.768], [0.224, -0.073, -0.208], [0.119, 0.048, -0.349], [0.082, 0.273, -0.250], [-0.457, -0.287, 0.246], [0.226, -0.352, -0.035], [-0.192, 0.434, 0.081], [-0.214, -0.483, 0.177], [-0.232, 0.101, -0.513], [-0.051, 0.418, 0.134], [0.377, 0.135, 0.112], [0.000, -0.430, 0.046], [-0.236, 0.327, 0.293], [0.212, 0.508, -0.159], [0.085, 0.065, -0.056], [-0.130, 0.038, -0.078], [-0.012, -0.062, 0.065], [-0.541, -0.244, 0.069], [0.541, -0.090, 0.046], [-0.194, -0.043, 0.325], [0.032, 0.260, -0.098], [-0.060, -0.198, -0.240], [-0.340, -0.139, 0.011], [0.260, -0.401, -0.190], [0.176, 0.103, 0.137], [-0.061, 0.043, 0.110], [0.277, -0.143, 0.005], [-0.008, 0.185, -0.298], [-0.011, 0.341, 0.325], [0.230, -0.121, -0.034], [-0.188, 0.102, -0.291], [-0.062, 0.331, 0.307], [-0.247, -0.328, 0.158], [0.240, -0.034, -0.077], [0.050, 0.129, -0.192], [0.185, -0.183, 0.127], [-0.375, -0.147, -0.078], [0.275, 0.090, 0.119], [-0.005, -0.004, -0.266], [-0.224, 0.122, 0.152], [0.485, 0.033, -0.133], [-0.037, -0.472, 0.169], [-0.149, 0.073, -0.121], [0.060, 0.096, -0.068], [0.027, -0.028, 0.029], [-0.109, -0.039, 0.023], [-0.113, -0.150, 0.078], [-0.127, 0.045, 0.037], [-0.078, -0.064, 0.118], [0.091, -0.049, 0.059], [-0.022, -0.042, -0.100], [0.049, 0.033, -0.064], [-0.004, 0.102, -0.097], [-0.120, -0.167, -0.009], [-0.054, 0.159, 0.270], [0.013, 0.026, 0.218], [0.458, 0.017, -1.033], [0.115, 0.026, -0.145], [-0.073, -0.156, 0.015], [0.046, 0.120, 0.093], [-0.066, -0.075, -0.076], [0.096, -0.057, 0.036], [-0.113, 0.096, 0.035], [-0.054, -0.075, 0.112], [0.023, -0.145, -0.179], [0.133, 0.046, 0.040], [-0.109, -0.071, 0.140], [-0.044, 0.134, -0.037], [-0.019, -0.101, -0.136], [-0.021, -0.022, 0.009], [0.186, 0.038, 0.068], [-0.074, 0.163, -0.022], [-0.075, -0.166, -0.045], [-0.044, 0.037, 0.204], [-0.076, -0.028, 0.133], [0.026, -0.072, -0.017], [0.101, 0.171, 0.026], [-0.098, -0.082, 0.111], [0.048, 0.161, 0.065], [-0.092, 0.016, -0.145], [0.201, -0.049, -0.009], [-0.022, 0.001, -0.066], [-0.009, 0.119, 0.046], [-0.018, 0.182, 0.035], [-0.183, -0.094, 0.160], [0.227, -0.060, -0.081], [-0.341, 0.232, 0.133], [0.300, 0.234, -0.411], [0.113, -0.057, -0.445], [0.081, -0.222, 0.203], [0.037, -0.228, -0.066], [-0.131, -0.059, 0.103], [-0.032, -0.030, -0.163], [0.111, -0.016, 0.038], [0.085, -0.084, 0.049], [-0.042, -0.029, 0.029], [0.110, 0.091, 0.253], [-0.103, -0.166, -0.074], [0.015, 0.100, 0.087], [-0.156, -0.049, -0.045], [0.015, -0.013, -0.058], [0.034, -0.106, 0.159], [0.000, 0.192, 0.061]],
  "relative_energy_kcal_mol": 32.7,
  "lumo_ha": 0.076,
  "gap_ev": 6.23,
  "charge": -1
}